{
  "formula": "C52H103B2N3O13",
  "method": "ωB97M-V with the def2-TZVPD basis set",
  "homo_lumo_gap_ev": 8.80,
  "e_homo_ev": -8.550,
  "e_lumo_ha": 0.009,
  "smiles": "CCB(O)[C@@](C#N)(B(O)O)[C@](C#N)(CCOCCOc1ccc(C(C)(C)CC(C)(C)C)cc1)N(C(C)=O)C(C)=O.CCOCC.CCOCC.CCOCC.CCOCC.CCOCC.CCOCC",
  "elements": ["C", "C", "B", "O", "C", "C", "N", "B", "O", "O", "C", "C", "N", "C", "C", "O", "C", "C", "O", "C", "C", "C", "C", "C", "C", "C", "C", "C", "C", "C", "C", "C", "C", "N", "C", "C", "O", "C", "C", "O", "H", "H", "H", "H", "H", "H", "H", "H", "H", "H", "H", "H", "H", "H", "H", "H", "H", "H", "H", "H", "H", "H", "H", "H", "H", "H", "H", "H", "H", "H", "H", "H", "H", "H", "H", "H", "H", "H", "H", "H", "H", "H", "H", "C", "C", "O", "C", "C", "H", "H", "H", "H", "H", "H", "H", "H", "H", "H", "C", "C", "O", "C", "C", "H", "H", "H", "H", "H", "H", "H", "H", "H", "H", "C", "C", "O", "C", "C", "H", "H", "H", "H", "H", "H", "H", "H", "H", "H", "C", "C", "O", "C", "C", "H", "H", "H", "H", "H", "H", "H", "H", "H", "H", "C", "C", "O", "C", "C", "H", "H", "H", "H", "H", "H", "H", "H", "H", "H", "C", "C", "O", "C", "C", "H", "H", "H", "H", "H", "H", "H", "H", "H", "H"],
  "xyz": [[-2.94243, 3.06214, -0.87214], [-2.94113, 3.63061, -2.32832], [-1.92940, 4.82030, -2.62127], [-2.46583, 6.05550, -2.97099], [-0.31598, 4.78729, -2.52044], [0.18265, 5.94816, -3.34088], [0.65090, 6.62691, -4.15736], [0.04329, 5.15152, -0.99603], [1.32757, 5.22831, -0.47435], [-1.01168, 5.45596, -0.15716], [0.34279, 3.42019, -3.01514], [0.34303, 2.56588, -1.77223], [0.37883, 1.94891, -0.78841], [1.84938, 3.68001, -3.31571], [2.70974, 2.40191, -3.51252], [3.98057, 2.49554, -2.86326], [3.93536, 2.04367, -1.52075], [4.27095, 0.54070, -1.33402], [3.82723, -0.29154, -2.41968], [3.00215, -1.27938, -1.89479], [1.62284, -1.08446, -1.89454], [0.73747, -2.00499, -1.37298], [1.21091, -3.20221, -0.79998], [0.19239, -4.18284, -0.18826], [-0.90881, -3.29205, 0.51238], [0.82008, -5.00228, 0.99078], [-0.57012, -5.07014, -1.22436], [0.25812, -5.63380, -2.41694], [-0.58331, -6.82876, -2.98732], [1.64347, -6.23650, -2.04351], [0.38200, -4.62117, -3.61663], [2.58633, -3.37479, -0.81027], [3.48067, -2.45336, -1.35056], [-0.43850, 2.84343, -4.11365], [-0.50109, 1.39322, -4.17255], [0.44305, 0.52356, -5.03044], [-1.36748, 0.80951, -3.57389], [-0.25063, 3.47633, -5.40468], [-1.35327, 4.41064, -5.95675], [0.69828, 3.28429, -6.12099], [-3.69550, 3.58023, -0.26279], [-3.24802, 2.00289, -0.91969], [-1.97332, 3.07770, -0.36669], [-3.96226, 4.02209, -2.50567], [-2.81928, 2.83761, -3.08428], [-3.23173, 6.18268, -2.39499], [1.37170, 6.05794, 0.02200], [-0.67005, 5.55246, 0.74194], [2.33868, 4.25429, -2.51109], [1.99330, 4.29547, -4.21476], [2.94862, 2.29862, -4.58102], [2.23768, 1.46851, -3.17439], [4.71870, 2.60887, -0.98389], [2.98959, 2.30971, -1.01685], [5.35045, 0.43265, -1.12674], [3.77356, 0.20932, -0.40596], [1.27211, -0.13963, -2.31130], [-0.31511, -1.73288, -1.40422], [-0.41095, -2.42641, 0.97181], [-1.51876, -3.87059, 1.21717], [-1.56140, -2.87974, -0.27290], [0.16321, -5.84391, 1.25171], [1.84034, -5.33062, 0.76527], [0.88189, -4.30527, 1.84141], [-1.05738, -5.91547, -0.71016], [-1.34912, -4.42751, -1.67228], [-0.61356, -7.60219, -2.19216], [-1.62980, -6.54832, -3.17430], [-0.08183, -7.30363, -3.84150], [1.73644, -6.56492, -1.00193], [1.76643, -7.14828, -2.65510], [2.46909, -5.58502, -2.36091], [-0.13431, -5.04637, -4.49579], [-0.13627, -3.67949, -3.39508], [1.42456, -4.47692, -3.93322], [3.02313, -4.27744, -0.38330], [4.54782, -2.67495, -1.31835], [0.70417, -0.41013, -4.52311], [-0.16686, 0.23142, -5.90644], [1.30306, 1.06657, -5.42919], [-1.05107, 5.45813, -5.83678], [-2.29896, 4.20530, -5.42998], [-1.49591, 4.12437, -7.00507], [6.70130, -8.77820, -3.39742], [5.67028, -8.72308, -2.28268], [4.37110, -8.37991, -2.72866], [3.77063, -9.27222, -3.64942], [3.56087, -10.67018, -3.09265], [6.68122, -7.85884, -3.98483], [7.70156, -8.91172, -2.98316], [6.51045, -9.60814, -4.08049], [5.95810, -7.94646, -1.57260], [5.64686, -9.66487, -1.72313], [4.34399, -9.30316, -4.58246], [2.79912, -8.84056, -3.89552], [4.51019, -11.18293, -2.92626], [2.97530, -11.27259, -3.78834], [3.03943, -10.62728, -2.13491], [-3.43032, 3.27527, 4.41494], [-4.61448, 4.01152, 3.81087], [-4.89133, 3.63767, 2.47379], [-5.24079, 2.27996, 2.26629], [-6.51044, 1.86214, 2.98855], [-2.55858, 3.34877, 3.76233], [-3.17919, 3.69560, 5.38986], [-3.64579, 2.21450, 4.55542], [-4.39197, 5.07930, 3.78358], [-5.50802, 3.89490, 4.43406], [-4.40365, 1.62510, 2.53125], [-5.39301, 2.16921, 1.19167], [-6.37358, 1.85788, 4.07166], [-6.80573, 0.85647, 2.68701], [-7.32466, 2.55335, 2.76442], [-0.15549, 11.91317, -7.30316], [-1.19174, 11.79354, -6.19802], [-1.67144, 10.47606, -6.01113], [-0.70518, 9.50991, -5.62702], [-0.04435, 9.80515, -4.29370], [-0.52288, 11.45898, -8.22489], [0.07732, 12.96198, -7.49370], [0.77515, 11.40855, -7.03711], [-2.06287, 12.39517, -6.46245], [-0.80713, 12.19839, -5.25518], [0.04422, 9.38396, -6.41599], [-1.24090, 8.56256, -5.55286], [0.58984, 10.69351, -4.34662], [0.57962, 8.96937, -3.98928], [-0.79718, 9.98613, -3.52352], [0.65562, -4.62037, 6.25527], [-0.56148, -3.90368, 5.69523], [-0.82611, -4.21279, 4.33780], [-1.11568, -5.56890, 4.05518], [-2.36180, -6.08031, 4.75675], [1.52136, -4.47152, 5.60744], [0.89112, -4.24565, 7.25235], [0.48683, -5.69610, 6.33516], [-0.38591, -2.82747, 5.72864], [-1.44708, -4.09486, 6.31139], [-0.24910, -6.20072, 4.28133], [-1.26806, -5.62635, 2.97728], [-2.21784, -6.13685, 5.83783], [-2.61641, -7.08025, 4.40160], [-3.20631, -5.41326, 4.57442], [-3.32052, -6.62329, 10.27686], [-3.86172, -5.29843, 9.76651], [-4.06598, -5.27145, 8.36529], [-5.00741, -6.19919, 7.85466], [-6.41439, -5.99525, 8.39016], [-2.43547, -6.92013, 9.71149], [-3.05610, -6.54412, 11.33214], [-4.05673, -7.42315, 10.17737], [-3.13469, -4.51317, 9.97843], [-4.78187, -5.02197, 10.29283], [-4.66548, -7.22555, 8.02831], [-5.01649, -6.05380, 6.77333], [-6.47710, -6.23040, 9.45436], [-7.11852, -6.64175, 7.86497], [-6.72540, -4.95677, 8.26570], [4.29034, 5.86892, 2.25877], [3.40577, 7.10351, 2.23490], [2.26842, 7.00167, 3.07471], [2.52802, 6.84334, 4.45942], [3.28146, 8.01057, 5.07340], [3.70040, 4.96962, 2.07278], [5.06883, 5.94494, 1.49869], [4.78022, 5.74561, 3.22629], [3.02104, 7.24230, 1.22215], [3.98050, 8.00402, 2.47493], [3.04940, 5.89839, 4.64528], [1.55213, 6.75950, 4.93951], [4.30402, 8.07167, 4.69622], [3.33312, 7.90124, 6.15718], [2.78773, 8.95409, 4.83539]],
  "forces_ev_per_a": [[-0.3, -0.7, -0.4], [-0.2, 0.4, 0.4], [-0.8, 0.1, 0.0], [0.7, -0.4, 0.9], [-0.2, 0.7, -0.8], [0.6, -0.9, -0.9], [-0.6, -0.5, 1.1], [-0.3, 0.1, 1.0], [-0.4, 0.4, -0.8], [0.6, -0.1, -0.5], [0.8, 1.2, 1.3], [-0.4, -0.9, 0.3], [0.0, 1.0, -1.4], [1.0, -0.5, -0.2], [0.4, -0.1, -0.4], [-0.5, 0.0, 0.2], [0.5, 0.2, 0.4], [0.0, 0.5, 0.6], [0.0, -0.1, 1.0], [-0.6, -0.4, -0.3], [0.2, 0.7, -0.4], [0.3, -0.1, 0.0], [-0.7, 0.4, -0.4], [-0.6, 0.2, 1.2], [0.4, 0.0, -1.0], [0.0, 0.8, -0.6], [1.0, 0.5, -0.6], [-0.5, -0.7, -0.9], [0.3, -0.3, 1.4], [-0.2, -0.3, -0.8], [-0.3, -0.5, 0.1], [0.3, -0.6, 0.3], [0.3, -0.1, 0.0], [0.4, -0.5, -0.2], [0.1, -1.7, -0.3], [-0.5, 0.9, -0.8], [0.2, 0.7, 0.4], [-0.1, 1.2, -1.6], [-0.3, -1.1, 1.0], [0.1, -0.5, 0.7], [0.4, 0.0, 0.0], [0.1, 0.3, 0.1], [-0.3, 0.1, -0.1], [0.4, -0.1, -0.1], [0.2, 0.1, 0.4], [-0.3, 0.1, -0.6], [0.4, -0.3, 0.3], [-0.3, 0.1, 0.1], [-0.6, -0.2, 0.0], [-0.5, -0.1, 0.3], [-0.2, -0.1, 0.3], [-0.2, 0.3, -0.2], [-0.3, -0.2, -0.2], [0.1, -0.2, -0.4], [-0.3, -0.2, -0.6], [0.1, 0.2, -0.3], [-0.1, -0.3, 0.2], [0.2, -0.2, 0.0], [-0.3, -0.4, 0.3], [0.2, 0.2, -0.1], [0.0, -0.1, 0.4], [0.4, 0.2, -0.1], [-0.4, -0.3, 0.2], [0.0, -0.4, -0.1], [0.1, 0.4, 0.0], [0.1, -0.4, 0.2], [-0.1, 0.2, -0.3], [0.3, 0.0, -0.3], [-0.4, 0.4, 0.0], [0.0, 0.3, -0.2], [0.1, 0.3, 0.3], [-0.2, -0.1, 0.5], [0.2, 0.2, 0.3], [0.5, -0.1, -0.1], [-0.3, 0.3, 0.3], [-0.2, 0.2, -0.1], [-0.2, 0.2, -0.1], [-0.1, 0.4, 0.2], [0.2, 0.1, 0.3], [-0.1, -0.3, 0.3], [-0.1, -0.3, -0.1], [0.3, 0.4, -0.1], [0.2, 0.4, 0.2], [-0.1, -0.1, -0.1], [0.1, 0.0, 0.0], [-0.1, 0.2, 0.1], [-0.1, -0.1, 0.0], [0.2, -0.1, 0.1], [0.0, 0.0, 0.1], [0.0, 0.0, 0.0], [0.1, 0.0, 0.0], [-0.2, 0.0, 0.0], [0.0, 0.0, 0.0], [0.0, -0.1, 0.0], [0.1, 0.1, 0.1], [0.0, 0.0, 0.0], [0.0, 0.0, 0.0], [-0.1, 0.0, -0.1], [-0.1, -0.2, 0.0], [0.1, 0.0, 0.1], [0.0, 0.2, -0.2], [-0.1, -0.1, 0.0], [0.0, 0.1, 0.2], [0.0, 0.1, 0.0], [0.0, 0.0, 0.0], [0.0, 0.0, 0.1], [-0.1, 0.0, -0.1], [0.0, -0.1, 0.0], [0.0, 0.0, 0.1], [0.1, 0.2, 0.0], [0.0, -0.1, 0.0], [0.0, 0.0, 0.0], [0.0, 0.0, -0.1], [0.2, -0.1, 0.1], [0.0, 0.1, -0.1], [-0.2, 0.0, -0.1], [0.1, -0.1, 0.1], [0.1, 0.4, 0.0], [-0.1, 0.1, 0.0], [0.0, 0.0, 0.0], [0.0, 0.1, 0.0], [-0.1, -0.1, 0.0], [0.1, 0.0, 0.0], [0.1, 0.0, 0.0], [-0.1, 0.1, -0.1], [0.0, 0.0, 0.0], [0.0, 0.0, 0.0], [0.0, -0.1, 0.0], [0.0, -0.2, -0.1], [0.0, 0.0, 0.1], [0.0, 0.2, -0.2], [-0.1, -0.1, 0.0], [0.0, 0.0, 0.3], [0.0, 0.1, 0.0], [0.0, 0.0, 0.0], [0.0, 0.0, 0.1], [-0.1, 0.0, -0.2], [0.0, -0.1, 0.0], [0.0, 0.0, 0.0], [0.1, 0.2, 0.0], [0.0, -0.1, 0.0], [0.0, 0.0, 0.0], [0.0, 0.0, -0.1], [-0.1, -0.1, -0.1], [0.1, 0.0, 0.1], [0.1, 0.1, -0.2], [-0.1, 0.0, -0.1], [0.0, 0.0, 0.2], [0.0, 0.1, 0.0], [0.0, 0.0, 0.0], [0.0, 0.0, 0.1], [0.0, 0.0, -0.2], [0.0, -0.1, 0.0], [-0.1, 0.0, 0.1], [0.1, 0.1, 0.0], [0.0, -0.1, 0.0], [0.0, 0.0, 0.0], [0.0, 0.0, -0.1], [0.0, 0.0, 0.2], [0.1, -0.1, 0.0], [-0.3, 0.0, -0.2], [0.0, 0.0, 0.2], [0.2, 0.0, -0.2], [0.0, 0.0, -0.1], [0.0, 0.0, 0.0], [0.1, 0.0, 0.0], [-0.1, 0.1, 0.1], [0.0, 0.0, 0.0], [0.1, 0.0, 0.0], [-0.1, 0.0, -0.2], [0.0, 0.0, 0.1], [0.0, 0.0, 0.0], [-0.1, 0.0, 0.1]]
}